1.
Density functional theory data (wB97M-V/def2-TZVPD) for a molecular structure, C4H3AlF6NO6S2 at a distorted geometry.

Calculated values
HOMO-LUMO gap (spin up / spin down): 7.850 / 5.210 eV
multiplicity: 2
relative energy (zero: lowest compared OMol25 entry of this formula, charge and spin): 12.4 kcal per mole
expectation value of S²: 0.75
net charge: 0

The geometry in XYZ format:
```
23
Properties=species:S:1:pos:R:3:lowdin_charge:R:1
S 1.0966 -0.5132 0.5957 0.424
S -1.0055 -0.9234 2.0075 0.684
Al -1.4937 2.6972 0.0233 0.975
F 0.6600 0.2810 4.0171 0.081
F 1.8616 1.9112 -0.4530 0.073
F 3.1984 0.1379 -0.9089 0.098
F -0.7115 -1.3065 4.6768 0.225
F -1.4324 0.5316 4.2030 0.161
F 3.2894 1.2207 1.0355 0.096
O 0.8985 -1.3716 -0.5133 -0.279
O -2.4431 -0.7218 2.0179 -0.323
O 1.7750 -1.1376 1.6529 -0.285
O -0.1079 1.2882 -4.6405 0.312
O -0.5873 -2.3035 1.9355 -0.284
O -0.3991 1.4469 -2.4301 -0.075
N -0.1312 0.2894 1.0400 -0.370
C -0.5722 -0.3538 3.8669 -0.696
C -1.3007 -0.4252 -3.5775 0.030
C -0.5364 0.8671 -3.5340 -0.599
C 2.4484 0.8072 0.0245 -0.542
H -2.3052 -0.3338 -3.9908 0.095
H -0.7749 -1.0085 -4.3335 0.092
H -1.4272 -1.0795 -2.7149 0.106
```

---

2.
Density functional theory data (wB97M-V/def2-TZVPD) for a gas-phase ion, C7H17NP (charge +1) at a distorted geometry.

Calculated values
HOMO-LUMO gap: 8.687 eV
relative energy (zero: lowest compared OMol25 entry of this formula, charge and spin): 0.0 kcal per mole
net charge: +1

The geometry in XYZ format:
```
26
Properties=species:S:1:pos:R:3:lowdin_charge:R:1
P 0.3655 -1.8500 1.3608 0.902
N -0.1156 1.0661 0.5374 -0.073
C 1.4307 2.4974 -0.7488 -0.024
C -1.2509 1.7809 1.0763 -0.054
C 0.9548 0.1048 -1.3832 -0.141
C -0.2017 -3.6092 1.0723 -0.293
C -0.1385 -0.9805 -1.3096 -0.217
C 0.3749 1.3922 -0.7898 -0.387
C -0.6458 -1.0695 0.0712 -0.240
H -0.9945 2.8215 1.2923 0.101
H 0.6043 -4.2876 1.3452 0.036
H -0.9334 -0.7485 -2.0190 0.128
H -2.0712 1.7662 0.3605 0.101
H 1.7288 2.7539 -1.7611 0.093
H 0.3386 -1.9187 -1.6080 0.131
H -1.0751 -3.8244 1.6826 0.041
H 1.2748 0.2574 -2.4132 0.134
H 1.0374 3.3900 -0.2682 0.084
H 1.8213 -0.2152 -0.8013 0.117
H 2.3119 2.1618 -0.2076 0.091
H -0.4808 1.7170 -1.3915 0.159
H -0.5312 -1.5621 2.3944 -0.050
H -1.5804 1.3113 2.0010 0.096
H 0.6421 0.9768 1.2115 0.134
H -1.6929 -0.8621 0.2436 0.097
H -0.4472 -3.7637 0.0247 0.035
```

---

3.
Density functional theory data (wB97M-V/def2-TZVPD) for a molecular structure, C14H14GaNO5 at a distorted geometry.

Calculated values
HOMO-LUMO gap: 7.499 eV
relative energy (zero: lowest compared OMol25 entry of this formula, charge and spin): 11.0 kcal per mole
net charge: +2

The geometry in XYZ format:
```
35
Properties=species:S:1:pos:R:3:lowdin_charge:R:1
Ga -1.3017 -0.7641 -1.0303 0.538
O -1.6665 -4.2718 -3.1049 0.124
O -4.8817 -0.8055 -1.9531 0.183
O -3.2559 -4.2263 -0.1396 0.121
O 1.8540 -2.6805 -2.3748 -0.052
O 0.6277 -0.6246 -3.4957 0.190
N 2.1197 0.1129 0.6556 -0.163
C 0.8929 -0.4828 1.3953 -0.078
C -0.2031 1.5863 2.2898 -0.022
C -1.9434 2.7152 1.0960 -0.039
C 2.6266 -3.2882 -2.9786 0.101
C -1.3195 0.4874 0.4215 -0.216
C -0.1496 -0.6921 -2.6251 -0.081
C 1.7899 0.9300 -0.5291 0.006
C -3.1212 -3.0950 -0.1457 0.039
C -0.2762 0.5089 1.3870 -0.222
C -3.7651 -0.6919 -1.7380 0.041
C 2.9978 0.9209 1.5471 0.020
C -1.0083 2.6948 2.1068 -0.032
C -2.1401 1.6155 0.2506 -0.085
C -1.8166 -3.1433 -3.0316 0.050
H -2.8796 1.7285 -0.5608 0.107
H -0.8660 3.5909 2.7152 0.136
H 1.4195 1.8984 -0.1908 0.124
H 2.6963 1.0413 -1.1382 0.136
H 1.0339 0.4250 -1.1272 0.020
H -2.5261 3.6182 0.9343 0.128
H 3.9564 1.0762 1.0315 0.127
H 2.5070 1.8818 1.7009 0.103
H 0.2014 -1.2663 -0.6308 0.023
H 2.6941 -0.6674 0.3190 0.186
H 1.2925 -0.6912 2.4007 0.139
H 3.1237 0.4091 2.5028 0.117
H 0.7514 -1.4872 0.9511 0.101
H 0.5359 1.6372 3.0889 0.130
```

---

4.
Density functional theory data (wB97M-V/def2-TZVPD) for 2 unconnected molecules or ions with the total composition C4H4O at a distorted geometry.

Calculated values
HOMO-LUMO gap: 9.842 eV
relative energy (zero: lowest compared OMol25 entry of this formula, charge and spin): 104.5 kcal per mole
net charge: 0

The geometry in XYZ format:
```
9
Properties=species:S:1:pos:R:3:lowdin_charge:R:1
O 2.5097 -0.1589 0.0340 0.146
C 0.1665 0.7615 0.2201 -0.129
C -0.9159 0.1684 -0.5584 -0.165
C 0.1118 -0.8150 -0.0802 -0.057
C 1.3622 0.0142 0.0089 -0.448
H 0.0174 1.2204 1.2754 0.168
H -2.0517 0.2156 -0.3280 0.149
H -0.4433 -1.8115 1.0516 0.236
H -0.7567 0.4052 -1.6234 0.100
```

---

5.
Density functional theory data (wB97M-V/def2-TZVPD) for a molecular structure, C18H31AlF3O12S at a distorted geometry.

Calculated values
HOMO-LUMO gap: 6.435 eV
net charge: -1

The geometry in XYZ format:
```
66
Properties=species:S:1:pos:R:3:lowdin_charge:R:1
S -0.0028 2.0727 4.6944 0.308
Al 1.4912 3.6142 3.8390 0.053
F 0.2277 -7.2484 1.5511 0.074
F -2.8939 1.8920 -5.0015 0.067
F 0.4334 -0.7460 -6.9096 0.066
O -1.2731 6.4880 4.6306 -0.090
O 0.0767 5.9900 4.7282 -0.264
O -1.4340 -3.9853 -0.9632 0.187
O 2.3705 -1.4812 -6.0082 0.126
O 2.9353 0.2863 -4.7730 0.080
O -1.1920 1.6636 -3.5322 0.106
O -0.3971 -5.3388 0.5162 0.129
O -2.2615 -6.0289 -0.4937 0.069
O 4.4118 -1.3935 -5.0461 0.183
O 0.0450 1.9870 -1.6652 0.197
O -2.1399 -1.4265 2.8507 -0.187
O -2.1622 2.4346 -1.6757 0.088
C -3.1545 2.4773 -2.7002 -0.052
C -1.7718 -7.1396 0.2596 -0.057
C -0.9905 2.0353 -2.2234 -0.516
C 0.9514 -0.9414 1.3528 -0.188
C 3.3541 -0.9072 -5.2505 -0.550
C 1.6741 0.5977 -5.3748 -0.043
C 2.2539 3.0172 2.0629 -0.288
C -1.1802 -1.5346 3.8808 -0.117
C -0.8365 -6.4676 1.2421 -0.314
C -1.3689 -5.0103 -0.3825 -0.540
C 2.0639 1.1579 0.3308 -0.223
C 1.1710 -0.7716 -5.7688 -0.313
C 0.4777 5.3625 3.4984 -0.301
C 1.2920 2.2191 1.1394 -0.287
C 1.3341 -0.1660 0.0815 -0.215
C -1.6315 -1.0859 1.5718 -0.218
C -0.3335 -1.7658 1.1450 -0.190
C -2.5848 1.5265 -3.7303 -0.316
H -0.4165 -1.9273 0.0699 0.087
H 3.1699 2.4566 2.2641 0.028
H -2.5921 -7.6725 0.7320 0.137
H 0.5988 -1.2835 -4.9934 0.174
H 2.3249 1.5549 -0.6536 0.094
H 0.4634 -0.0128 -0.5521 0.081
H 1.0282 1.1129 -4.6698 0.123
H -1.3093 -6.1349 2.1677 0.175
H 2.5676 3.9203 1.5250 0.038
H 1.8386 1.2262 -6.2516 0.145
H -1.2873 6.9250 3.7669 0.063
H 3.0155 0.9481 0.8233 0.098
H -1.5372 0.0020 1.4664 0.126
H 1.1490 6.0487 2.9683 0.045
H 2.6918 3.8793 4.8900 -0.090
H 2.0270 -0.8005 -0.4842 0.107
H -4.1192 2.1681 -2.3083 0.140
H -3.2260 3.4895 -3.1016 0.144
H -0.6901 -2.5146 3.8580 0.079
H 0.7257 0.9564 4.5824 -0.280
H -2.4139 -1.3943 0.8735 0.111
H -1.2225 -7.8148 -0.3983 0.142
H -2.8674 0.4821 -3.5872 0.173
H 0.8537 -0.2318 2.1751 0.082
H -0.4012 5.1245 2.8945 0.052
H -0.4306 -0.7464 3.8366 0.034
H -0.2544 -2.7673 1.5714 0.096
H 0.8121 2.9421 0.4834 0.083
H -1.7159 -1.4568 4.8251 0.088
H 0.4996 1.7615 1.7363 0.051
H 1.7625 -1.6238 1.6141 0.109
```

---

6.
Density functional theory data (wB97M-V/def2-TZVPD) for a single C5H8O molecule at a distorted geometry.

Calculated values
HOMO-LUMO gap: 9.461 eV
relative energy (zero: lowest compared OMol25 entry of this formula, charge and spin): 42.1 kcal per mole
net charge: 0

The geometry in XYZ format:
```
14
Properties=species:S:1:pos:R:3:lowdin_charge:R:1
O 0.5669 0.2976 -1.7068 0.027
C 0.6213 -0.4730 -0.5719 -0.400
C -0.1388 -0.2096 0.4825 -0.077
C 1.6345 -1.5983 -0.6429 -0.020
C -1.7077 1.6083 1.2581 -0.013
C -1.3374 0.6770 0.3993 -0.195
H -0.0050 -0.5989 1.4826 0.112
H -1.0816 2.1191 1.9904 0.058
H 2.2919 -1.2849 -1.4621 0.079
H -2.0526 0.2985 -0.3279 0.105
H 1.0446 -2.4711 -0.9152 0.085
H -2.6766 2.0900 1.2729 0.047
H 0.5330 1.2329 -1.4569 0.116
H 2.3075 -1.6876 0.1978 0.078
```